No. 1
{
  "formula": "C6H9NO",
  "method": "ωB97M-V/def2-TZVPD",
  "smiles": "C=C1C[C@@]2(N)C[C@@H]2O1",
  "homo_energy_ha": -0.3262,
  "total_energy_ha": -363.7729,
  "de_lowest_kj_mol": 659.9,
  "species": ["O", "N", "C", "C", "C", "C", "C", "C", "H", "H", "H", "H", "H", "H", "H", "H", "H"],
  "xyz": [[-0.1027, 0.5307, -1.4794], [1.4222, -1.2871, -0.1137], [-0.1013, 1.3259, -0.1980], [-0.7819, -0.5983, -0.9655], [-0.0019, -0.8461, 0.3236], [-0.1247, 0.3993, 1.0569], [-0.7099, -1.9959, -0.2442], [0.3294, 2.6113, -0.2702], [1.8318, -0.4553, -0.5993], [-1.1533, 0.3781, 1.5221], [0.3701, 3.1064, 0.8526], [-1.7034, -2.3232, 0.1530], [0.7331, 0.6578, 1.7831], [-1.7543, -0.2137, -0.8365], [-0.3117, -2.9750, -0.6790], [0.2115, 3.2465, -1.2203], [1.8472, -1.5613, 0.9146]],
  "atomic_forces_ev_per_a": [[0.6, 1.0, 1.5], [-0.1, 1.3, 3.1], [2.8, 1.6, -1.9], [-0.1, -1.0, 1.4], [2.3, -3.5, -1.8], [-0.7, 1.1, 0.9], [-2.1, -2.6, -1.1], [-2.1, 0.6, 2.1], [0.4, -0.9, 1.2], [1.1, 0.6, -0.1], [0.1, -0.9, -3.3], [0.3, 1.0, -0.6], [-1.6, -0.4, -1.0], [-1.4, -0.1, 0.7], [0.5, 1.8, 1.0], [0.6, -1.1, 1.7], [-0.6, 1.3, -3.7]],
  "mulliken_charge": [-0.41, -0.67, 0.38, -0.47, 0.63, -0.49, -0.52, -0.83, 0.28, 0.25, 0.20, 0.21, 0.32, 0.33, 0.23, 0.28, 0.29]
}



No. 2
{
  "formula": "C6H9NO",
  "method": "ωB97M-V/def2-TZVPD",
  "homo_energy_ha": -0.3451,
  "total_energy_ha": -363.8681,
  "de_lowest_kj_mol": 410.0,
  "species": ["O", "N", "C", "C", "C", "C", "C", "C", "H", "H", "H", "H", "H", "H", "H", "H", "H"],
  "xyz": [[1.1045, -1.3267, -0.6144], [-1.5092, 0.5557, -0.4563], [1.5526, -0.1100, 0.0072], [-0.0612, -1.3042, 0.2997], [0.4144, -0.0081, 1.0884], [-0.3485, 1.1266, 0.2396], [-1.3715, -0.9907, -0.3873], [0.9625, 1.0793, -0.7429], [1.7080, 1.8986, -0.8613], [-0.0220, -2.1858, 0.8313], [-2.1673, -1.4248, 0.1148], [-2.1908, 0.7839, 0.4458], [-0.5502, 2.1447, 0.7789], [0.4102, 0.0587, 2.2814], [2.6586, 0.1572, 0.2646], [-1.1688, -1.1189, -1.5018], [0.5787, 0.6644, -1.7877]],
  "atomic_forces_ev_per_a": [[-0.1, 0.7, 1.7], [-2.5, 0.4, 5.3], [1.6, 2.3, 0.9], [0.3, 2.0, -0.3], [-0.9, -0.5, 0.3], [3.2, 0.8, -0.2], [3.1, 2.8, -3.1], [-1.6, -0.6, -1.9], [-1.1, -0.2, 0.2], [-0.3, -2.0, 1.3], [-1.8, -0.9, 0.2], [1.1, -0.9, -3.3], [0.2, -2.0, -1.1], [0.3, -0.4, -2.8], [-1.6, -1.7, -0.5], [-1.0, -1.2, 1.5], [1.0, 1.3, 1.9]],
  "mulliken_charge": [-0.53, -0.62, 0.29, -0.03, -0.42, 0.00, -0.95, -0.95, 0.35, 0.61, 0.36, 0.29, 0.38, 0.33, 0.29, 0.34, 0.25]
}



No. 3
{
  "formula": "C6H9NO",
  "method": "ωB97M-V/def2-TZVPD",
  "homo_energy_ha": -0.3031,
  "total_energy_ha": -363.8594,
  "de_lowest_kj_mol": 432.7,
  "species": ["O", "N", "C", "C", "C", "C", "C", "C", "H", "H", "H", "H", "H", "H", "H", "H", "H"],
  "xyz": [[-1.8064, -0.9838, 0.4410], [0.4754, -0.4611, -0.9882], [-0.3147, 0.5239, -1.2970], [1.3986, -2.1534, 0.4903], [-1.0980, -0.0327, 0.3462], [-0.4510, 1.5686, -2.0937], [-1.0237, 1.2249, 1.1646], [1.0136, -0.7373, 0.1977], [-1.2889, 2.2459, -1.9897], [1.4482, 0.0504, 0.8188], [2.3822, -2.3955, 0.0746], [-0.2039, 1.8719, 0.8726], [0.6680, -2.8381, 0.0521], [-1.9702, 1.7541, 1.0332], [0.2498, 1.7414, -2.9054], [1.4348, -2.3255, 1.5680], [-0.9140, 0.9463, 2.2150]],
  "atomic_forces_ev_per_a": [[0.9, 0.5, 0.3], [1.8, -2.3, 2.2], [-1.7, 0.8, 2.5], [-0.1, -0.1, 0.1], [-2.4, 1.4, -3.1], [0.1, -0.1, -0.4], [0.9, -0.5, 1.0], [1.0, 0.2, -2.5], [-0.1, -0.2, -0.1], [-0.3, 0.1, 0.1], [0.0, 0.1, 0.1], [0.0, -0.1, -0.1], [0.1, 0.1, 0.0], [0.1, -0.2, -0.2], [0.0, 0.1, 0.1], [0.0, 0.0, 0.0], [-0.1, 0.2, 0.1]],
  "mulliken_charge": [-0.51, -0.38, 0.37, -1.21, 0.76, -0.89, -1.17, 0.06, 0.24, 0.42, 0.32, 0.40, 0.31, 0.34, 0.27, 0.32, 0.35]
}



No. 4
{
  "formula": "C6H9NO",
  "method": "ωB97M-V/def2-TZVPD",
  "smiles": "[H]/N=C/C(=C)[C@H](O)C=C",
  "homo_energy_ha": -0.3363,
  "total_energy_ha": -363.9323,
  "de_lowest_kj_mol": 241.4,
  "species": ["O", "N", "C", "C", "C", "C", "C", "C", "H", "H", "H", "H", "H", "H", "H", "H", "H"],
  "xyz": [[-1.0578, -0.3065, 1.8757], [-1.0207, 1.5043, -1.8568], [-0.2919, -0.9044, 0.8595], [-1.0698, 0.9461, -0.7335], [-0.5600, -0.4169, -0.5423], [-0.2854, -1.1909, -1.5995], [1.2116, -0.5685, 1.0109], [1.7531, 0.6309, 0.8472], [1.2541, 1.4229, 0.3026], [-0.0039, -2.2267, -1.5042], [-1.4317, 1.4458, 0.1744], [-1.4179, 2.4413, -1.8883], [2.7714, 0.8259, 1.1369], [-0.4920, -0.8213, -2.5894], [-0.4389, -1.9843, 0.9225], [-0.6921, 0.5641, 2.0694], [1.7718, -1.3618, 1.5149]],
  "atomic_forces_ev_per_a": [[-0.3, 0.0, 0.1], [-0.1, 0.4, -1.1], [1.7, 0.6, -0.9], [0.1, 0.3, 0.7], [-0.6, -1.0, -0.8], [-0.9, 0.3, 0.4], [-0.4, -0.7, 1.8], [-0.1, -0.3, -0.5], [-0.1, 0.1, 0.2], [0.3, -0.1, 0.1], [-0.2, 0.0, -0.2], [0.0, -0.1, 0.3], [0.2, 0.0, 0.0], [0.2, 0.1, -0.2], [0.0, 0.2, 0.0], [0.1, -0.1, 0.0], [0.1, 0.3, -0.2]],
  "mulliken_charge": [-0.58, -0.57, -0.19, -0.33, 0.61, -1.10, -0.14, -0.70, 0.25, 0.31, 0.40, 0.25, 0.30, 0.39, 0.43, 0.39, 0.29]
}



No. 5
{
  "formula": "C6H9NO",
  "method": "ωB97M-V/def2-TZVPD",
  "smiles": "C=C([C@H]1CN1)[C@H]1CO1",
  "homo_energy_ha": -0.3317,
  "total_energy_ha": -363.7770,
  "de_lowest_kj_mol": 649.1,
  "species": ["O", "N", "C", "C", "C", "C", "C", "C", "H", "H", "H", "H", "H", "H", "H", "H", "H"],
  "xyz": [[-0.0942, 2.5708, -0.0581], [-0.6150, -1.6586, 1.0271], [-0.6462, -1.2787, -0.3610], [-0.0391, -2.6028, 0.0325], [0.1606, -0.1215, -0.6058], [0.4701, 1.7809, 1.1978], [1.1559, 0.2709, -1.5952], [-0.4043, 1.0977, 0.1444], [-1.2466, -1.9414, 1.8596], [1.6118, 1.4205, 0.9887], [1.0165, -2.7903, 0.3259], [-1.4905, 1.1373, 0.0793], [1.9248, -0.3459, -2.0976], [1.3959, 1.2943, -1.8575], [-0.6203, -3.3236, -0.2474], [-0.1096, 2.0732, 2.2232], [-1.6052, -1.3606, -0.8751]],
  "atomic_forces_ev_per_a": [[2.1, -3.3, 1.9], [0.1, -1.3, 2.1], [0.0, -1.9, 1.2], [3.0, 4.8, 3.2], [3.6, 6.0, -4.5], [-2.1, -0.1, -1.7], [-1.8, -2.4, 2.7], [0.4, 1.8, -0.1], [0.5, 0.7, -3.0], [-2.9, 1.3, 1.2], [-0.7, 0.2, -1.2], [-0.1, -0.6, 1.2], [-1.2, -0.5, 0.2], [-0.5, 0.4, 0.9], [-3.0, -4.7, -1.4], [2.2, -0.6, -2.6], [0.2, 0.2, -0.3]],
  "mulliken_charge": [-0.46, -0.54, 0.24, -0.62, 0.09, -0.37, -0.94, -0.22, 0.23, 0.27, 0.26, 0.50, 0.27, 0.32, 0.37, 0.26, 0.33]
}



No. 6
{
  "formula": "C6H9NO",
  "method": "ωB97M-V/def2-TZVPD",
  "smiles": "C=C1[C@@]2(O)N(C)[C@@]12C",
  "homo_energy_ha": -0.2603,
  "total_energy_ha": -363.8641,
  "de_lowest_kj_mol": 420.4,
  "species": ["O", "N", "C", "C", "C", "C", "C", "C", "H", "H", "H", "H", "H", "H", "H", "H", "H"],
  "xyz": [[-0.0279, -1.9903, -0.7414], [-0.6981, -0.2700, 0.9772], [0.2345, -1.0354, 0.1809], [2.7472, -0.3366, 0.6200], [0.0026, 1.5987, -0.8106], [0.2692, 0.5159, 0.1712], [-2.0738, -0.2709, 0.5142], [1.4385, -0.2915, 0.4845], [3.3265, 0.5659, 0.6887], [-2.1941, -0.2442, -0.5797], [-2.5619, -1.1630, 0.9092], [3.2656, -1.2742, 0.6973], [-0.9818, -2.0571, -0.8785], [0.2416, 1.2837, -1.8288], [-1.0416, 1.9029, -0.7715], [0.6206, 2.4635, -0.5711], [-2.5672, 0.6026, 0.9383]],
  "atomic_forces_ev_per_a": [[0.0, -0.2, 0.0], [-0.4, -0.3, 1.1], [0.4, 0.9, -0.3], [0.3, 0.0, 0.0], [0.1, 0.0, 0.0], [0.6, -0.5, -0.3], [0.1, 0.0, -0.3], [-0.9, -0.2, 0.0], [0.1, 0.2, 0.0], [-0.1, 0.0, 0.0], [0.0, 0.0, 0.0], [0.1, -0.2, -0.1], [0.1, 0.0, 0.0], [0.0, 0.0, 0.0], [0.0, 0.1, 0.0], [-0.1, 0.1, 0.0], [-0.1, 0.0, -0.1]],
  "mulliken_charge": [-0.51, -0.31, 0.22, -1.05, -1.29, 0.58, -1.23, 0.56, 0.27, 0.46, 0.35, 0.27, 0.35, 0.31, 0.36, 0.33, 0.33]
}



No. 7
{
  "formula": "C6H9NO",
  "method": "ωB97M-V/def2-TZVPD",
  "smiles": "[H]/N=C(/C)C=O.C#CC",
  "homo_energy_ha": [-0.3354, -0.3354],
  "total_energy_ha": -363.8003,
  "de_lowest_kj_mol": 587.9,
  "species": ["O", "N", "C", "C", "C", "C", "C", "C", "H", "H", "H", "H", "H", "H", "H", "H", "H"],
  "xyz": [[2.8399, -2.1417, -1.5512], [3.2518, 0.8648, -1.9022], [-3.4494, 0.6197, 2.0484], [-5.5621, 0.1908, 0.4263], [-4.4059, 0.4428, 1.2677], [2.4573, -1.1814, -0.9265], [4.3271, 0.1796, 0.1398], [3.0920, 0.2528, -0.7454], [3.3049, 0.2196, -2.6944], [4.8713, 1.1220, 0.1561], [-5.8434, 0.9716, -0.2830], [-5.3804, -0.7604, -0.0894], [5.0610, -0.5574, -0.1833], [-3.3940, 0.9223, 3.0790], [-6.5191, 0.0447, 0.9389], [4.0017, -0.0777, 1.1470], [1.3474, -1.1121, -0.8278]],
  "atomic_forces_ev_per_a": [[1.2, 0.6, 0.8], [1.1, -0.3, 2.7], [-3.8, -0.3, -1.7], [-0.4, -0.7, -0.8], [2.1, 0.8, 2.3], [-2.4, 1.0, -1.5], [-1.0, 1.9, 2.1], [3.5, -2.9, -4.5], [-2.0, 0.1, -0.2], [-0.2, 0.2, 0.1], [0.7, 0.0, -0.2], [-0.2, 0.3, -0.3], [-0.6, -0.3, -0.6], [1.0, -0.1, -0.1], [0.5, -0.1, 0.7], [0.4, 0.0, 0.3], [0.1, -0.2, 0.8]],
  "mulliken_charge": [-0.43, -0.61, -0.31, -0.88, 0.14, -0.07, -1.04, 0.60, 0.27, 0.34, 0.26, 0.24, 0.28, 0.27, 0.27, 0.32, 0.33]
}



No. 8
{
  "formula": "C6H9NO",
  "method": "ωB97M-V/def2-TZVPD",
  "homo_energy_ha": -0.3349,
  "total_energy_ha": -363.9123,
  "de_lowest_kj_mol": 294.0,
  "species": ["O", "N", "C", "C", "C", "C", "C", "C", "H", "H", "H", "H", "H", "H", "H", "H", "H"],
  "xyz": [[-0.7161, -2.2347, -1.1839], [-1.5462, 1.8848, 0.0287], [-1.5060, -1.7446, -0.3964], [1.2282, 0.5228, 1.2433], [0.3915, 0.2487, 0.0313], [-0.9693, 0.7622, -0.0523], [1.1411, -0.0570, -1.2252], [-1.2946, -0.5673, 0.4206], [0.4823, -0.1712, -2.0805], [1.8229, 0.7759, -1.4309], [1.7865, -0.3823, 1.5033], [-1.8140, -0.5724, 1.3739], [1.9723, 1.2971, 1.0332], [1.7344, -0.9644, -1.1076], [-0.9116, 2.6673, -0.1319], [0.6240, 0.8368, 2.0916], [-2.4254, -2.3018, -0.1171]],
  "atomic_forces_ev_per_a": [[-0.8, 0.4, 0.1], [-0.6, -0.4, -0.2], [0.6, -1.3, -0.1], [0.0, -0.1, 0.1], [-1.7, 0.0, 0.5], [0.9, 1.8, 0.5], [-0.1, -0.8, -0.1], [1.3, 0.5, -0.8], [0.0, -0.1, 0.0], [-0.1, 0.1, 0.2], [-0.1, 0.1, 0.1], [0.3, 0.0, 0.2], [-0.1, 0.0, 0.0], [0.0, 0.0, -0.2], [0.1, -0.2, 0.0], [0.0, 0.0, 0.0], [0.0, 0.1, -0.3]],
  "mulliken_charge": [-0.49, -0.74, -0.04, -1.29, 0.97, 0.30, -1.38, -0.42, 0.33, 0.45, 0.33, 0.36, 0.35, 0.33, 0.27, 0.34, 0.33]
}